The following is a DFT calculation (the ωB97M-V functional and the def2-TZVPD basis) of a 3-piece molecular cluster, C15H13BClF3N3O5S overall in a non-equilibrium geometry.

Structure (XYZ):
```
42
Properties=species:S:1:pos:R:3:mulliken_charge:R:1
F -2.04298 2.56953 1.93980 -0.283
C -0.88296 1.71283 1.81545 0.812
F -1.11721 0.88770 0.64592 -0.293
F 0.27588 2.47784 1.52141 -0.232
O -0.75728 0.82479 2.90324 -0.259
C 0.15093 1.32677 3.93485 -0.566
B 0.24295 0.12526 5.09659 0.287
Cl 0.28625 -1.49347 4.10852 -0.381
N 1.56723 0.25714 5.89892 -0.443
C 1.72257 1.48177 6.30633 0.382
S 2.17857 3.11094 6.32946 -0.323
H -0.22996 2.28924 4.45790 0.250
H 1.24546 1.45159 3.56460 0.215
H -0.71850 0.15516 5.79731 -0.200
C -2.81983 -1.52205 -3.54772 -0.484
C -2.38651 -0.83232 -2.41958 -0.410
C -2.37107 -1.46267 -1.17985 -0.332
C -2.78918 -2.78971 -1.08168 -0.178
C -3.23195 -3.48346 -2.20696 -0.384
C -3.24611 -2.84317 -3.44238 -0.411
N -2.75159 -3.46776 0.21689 1.039
O -2.37618 -2.82402 1.18444 -0.583
O -3.09598 -4.64434 0.25674 -0.627
H -2.82440 -1.02771 -4.51494 0.370
H -2.05674 0.19760 -2.50735 0.501
H -2.03013 -0.91203 -0.30964 0.738
H -3.56356 -4.51414 -2.13920 0.425
H -3.58593 -3.37534 -4.32521 0.361
C 4.01886 2.09263 -1.07266 -0.398
C 3.03692 2.80887 -1.75117 -0.492
C 2.04196 2.13512 -2.45184 -0.266
C 2.03766 0.74091 -2.46246 0.093
C 3.02265 0.01829 -1.79121 -0.263
C 4.01524 0.70084 -1.09552 -0.487
N 0.97745 0.02654 -3.17723 1.054
O 0.13829 0.69385 -3.77093 -0.615
O 0.98613 -1.19572 -3.13702 -0.590
H 4.79077 2.62216 -0.52184 0.378
H 3.04559 3.89387 -1.73083 0.370
H 1.28256 2.70516 -2.97602 0.424
H 3.02929 -1.06643 -1.79817 0.428
H 4.78484 0.14794 -0.56695 0.371
```

Spin multiplicity   1
Charge   -1
Energy relative to the best compared isomer or geometry (same formula, charge and spin)   1.346 eV
E_HOMO   -5.36 eV
Electronic energy   -2302.608805 a.u.
Orbital gap   6.486 eV


The following is a DFT calculation (the ωB97M-V functional and the def2-TZVPD basis) of C15H13BrFeI2IrO6S as an isolated structure in a non-equilibrium geometry.

Structure (XYZ):
```
40
Properties=species:S:1:pos:R:3:lowdin_spin:R:1
I 1.61364 -2.78588 -1.54579 0.661
I 1.67120 1.85629 -1.54878 0.514
Ir -1.58186 0.62720 0.49860 1.214
Fe -0.32753 -1.10333 -0.88419 3.414
S 1.36453 -0.41969 -2.27660 0.284
C -1.72006 -1.70873 -1.88409 0.061
C -1.67642 -1.29834 0.86466 0.124
C 0.85122 -0.14849 -4.01902 0.026
C 1.81023 0.87158 -4.62064 0.007
C -0.59276 0.32954 -4.06796 0.016
C 1.02268 -1.54259 -4.61608 0.003
C -1.96761 1.80614 1.95339 0.098
C -2.69539 1.15168 -0.88687 0.129
O -2.23841 -2.31985 1.13402 0.102
O -2.41120 -2.60013 -2.21978 0.032
O -2.16889 2.51749 2.84241 0.060
O -3.43312 1.55077 -1.70233 0.086
H 1.66876 0.83830 -5.71168 0.002
H 2.83945 0.59684 -4.37924 0.001
H 1.62777 1.88555 -4.23777 0.003
H -0.90202 0.35645 -5.12651 0.003
H -0.77404 1.31313 -3.60873 0.000
H -1.28437 -0.35749 -3.55766 0.004
H 0.86723 -1.41734 -5.69406 0.002
H 0.31633 -2.27282 -4.20425 0.001
H 2.02919 -1.91950 -4.42026 0.001
Br 1.80992 2.65795 3.09177 0.513
C 0.99376 1.34863 4.18184 0.152
C 0.70537 1.70218 5.50575 0.324
C 0.18337 0.75059 6.39241 0.243
C 0.01815 -0.56964 6.01263 0.127
C 0.29349 -0.95458 4.71432 0.200
C 0.65147 0.02831 3.78413 0.315
C 0.41360 -0.35318 2.35529 0.055
O 0.05220 -1.53410 2.08182 0.129
O 0.44511 0.60630 1.50308 0.076
H 0.80501 2.73973 5.80407 0.007
H -0.10787 1.05853 7.40046 0.005
H -0.34353 -1.31464 6.71970 0.001
H 0.17137 -1.97287 4.37193 0.005
```

Spin multiplicity   10
Charge   +4
⟨S²⟩   24.832
E_HOMO (alpha / beta)   -20.36 / -21.18 eV
Electronic energy   -5964.508413 a.u.
Orbital gap (alpha / beta)   6.190 / 3.345 eV


The following is a DFT calculation (the ωB97M-V functional and the def2-TZVPD basis) of one molecule with the formula C15H13BrN4 in a non-equilibrium geometry.

Structure (XYZ):
```
33
Properties=species:S:1:pos:R:3:mulliken_charge:R:1
N 2.18581 3.43856 -1.95530 -0.510
Br -1.60416 -4.14833 -4.35278 -0.210
C 1.93987 2.28685 -1.88975 -0.023
N -2.06692 -1.51410 -1.07830 -0.671
C -2.15709 -2.53230 -1.95726 -0.454
C -1.07207 -0.66527 -1.30498 0.229
C -0.10907 0.41693 4.55194 -0.233
C 0.06108 1.71414 4.08250 -0.718
C -0.27041 -0.68685 3.69234 -0.882
C -0.32514 -1.75823 -3.30852 -0.433
C 0.13777 1.90178 2.68141 -0.209
C -0.15302 -0.48228 2.27941 -0.078
C -1.29427 -2.71722 -3.06567 -0.006
C -0.23239 -0.66926 -2.43714 0.503
C -0.01075 0.81329 1.77400 -0.046
N 0.68051 0.34906 -2.76645 -0.282
N -1.10152 0.27776 -0.32959 -0.173
C 1.70098 0.85593 -1.78427 0.646
C 0.04565 0.99297 0.25629 0.098
C 1.41633 0.56610 -0.29416 -1.329
H -2.92586 -3.25681 -1.78574 0.423
H -0.04841 0.25859 5.62031 0.361
H 0.23849 2.54686 4.79169 0.337
H -0.35171 -1.66042 4.14794 0.368
H 0.27790 -1.86661 -4.23632 0.397
H 0.30676 2.89487 2.23618 0.342
H -0.23314 -1.33365 1.63551 0.327
H 0.56270 0.87053 -3.62242 0.246
H -1.94097 0.17570 0.21864 0.397
H 2.64930 0.32095 -1.98373 0.183
H -0.08987 2.04845 0.03833 0.490
H 2.22832 1.07435 0.26930 0.453
H 1.55530 -0.51232 -0.12342 0.456
```

Spin multiplicity   1
E_HOMO   -8.02 eV
Electronic energy   -3372.408660 a.u.
Orbital gap   8.618 eV
SMILES string   N#C[C@H]1C[C@H](c2ccccc2)Nc2ncc(Br)cc2N1